# 1
This record from OMol25 describes a structure of composition C22H23BF4FeNO2S2Se. The level of theory is wB97M-V/def2-TZVPD.

Structure (ORCA input):
```
! wB97M-V def2-TZVPD RIJCOSX def2/J DEFGRID3
* xyz 0 2
Se -0.14418 -1.99713 -1.93074
Fe 0.12039 0.24187 -1.09052
S 2.39411 -0.15281 1.22002
S -2.36771 -2.48905 2.37721
F 4.03664 0.69786 -2.60723
F 3.05275 1.76482 -0.82444
F 2.31160 2.19297 -2.95358
F 1.89046 0.13882 -1.97731
O -1.71701 -1.62201 1.35638
O 1.00778 -0.22508 0.59837
N -3.11513 -2.31470 -1.73976
C 1.14987 -2.28270 2.55696
C -1.01282 1.65861 -0.05447
C -3.11436 0.83779 4.53575
C -0.56297 1.82929 -2.29408
C -2.92514 -1.38896 3.68069
C -2.67101 -0.03340 3.55033
C -1.03823 -3.29396 3.32455
C 3.85572 -3.24553 -0.92825
C -1.87307 0.76463 -0.73352
C -4.06992 -1.00856 5.74846
C -0.18402 2.30753 -1.00887
C -3.63432 -1.88366 4.76471
C -1.96979 -2.18553 -1.80266
C 5.18299 -2.86236 -1.08540
C 2.10297 -1.10321 2.74010
C -3.80785 0.35055 5.63507
C 5.64140 -1.67045 -0.54680
C -1.60289 0.88935 -2.12478
C 3.45824 -1.25641 0.32598
C 2.98124 -2.44257 -0.21672
C 4.77183 -0.84935 0.15596
C 0.11492 -2.36350 3.68119
B 2.89475 1.26516 -2.11761
H -2.07407 0.31619 -2.90600
H -2.54818 0.05581 -0.28027
H 0.62720 2.98681 -0.80372
H -0.92193 1.74880 1.01541
H 3.49701 -4.16430 -1.37321
H -0.70828 -4.11520 2.68360
H 1.71395 -3.21424 2.48894
H 5.09769 0.11185 0.53230
H 0.57090 -2.69584 4.61697
H -4.62229 -1.38634 6.59860
H -4.15521 1.03186 6.40055
H 0.59527 -2.14754 1.62736
H -2.92225 1.89895 4.44328
H 1.68321 -0.35739 3.41857
H 3.08997 -1.38086 3.11244
H -1.52507 -3.73025 4.19847
H 1.93832 -2.70812 -0.11596
H 6.66573 -1.36092 -0.70251
H -2.13619 0.31579 2.67611
H -0.28034 -1.36180 3.87391
H -3.85509 -2.94260 4.83946
H 5.85887 -3.48933 -1.65212
H -0.06951 2.07036 -3.22114
*
```

Properties
HOMO level (spin up / spin down) ... -8.343 / -8.400 eV
Expectation value of S² ... 0.7936
F_max ... 0.00539 Eh/bohr
Calculated total energy ... -161727.373 eV
Energy relative to the best compared isomer or geometry (same formula, charge and spin) ... 0.0 kJ/mol
Kohn-Sham gap (spin up / spin down) ... 0.281 / 0.299 hartree

Löwdin atomic charge list, values in e, 8 entries: 0.825 0.375 1.091 0.993 0.180 0.107 0.156 -0.049

***

# 2
This record from OMol25 describes a structure of composition C22H23ClN3NiO8P. The level of theory is wB97M-V/def2-TZVPD.

Structure (ORCA input):
```
! wB97M-V def2-TZVPD RIJCOSX def2/J DEFGRID3
* xyz 0 3
Ni -0.45149 0.08746 0.13671
Cl -1.15556 0.07831 -2.54628
P 1.32730 -0.92453 1.39477
O -2.11053 -0.03522 -1.44850
O 0.08570 0.62149 -1.93679
O -0.28000 -2.54412 -0.56089
O 1.58414 0.04610 2.82838
O 1.41847 2.27543 2.42928
O -0.86496 -1.24648 -3.06563
O -0.70388 2.04403 0.58907
O -1.62541 0.94047 -3.57547
N -0.33038 4.24698 0.88286
N 0.75464 3.10344 -0.80452
N 0.92152 -1.90273 -0.24888
C 1.37378 1.45581 4.67739
C -1.30900 -0.18944 2.37241
C -2.23812 -2.80224 2.43161
C -3.09000 -1.75326 2.77954
C 2.16839 -2.35188 2.21020
C 3.77034 -0.28332 -1.80728
C 3.61096 0.72912 0.79943
C 3.85089 -4.08277 2.18326
C -0.94937 -2.54463 2.01714
C 1.85039 -2.70880 3.52100
C 1.77458 -1.67941 -1.25742
C -2.62718 -0.45593 2.74997
C 2.67135 -0.21998 0.38104
C 4.60430 1.15257 -0.06025
C 3.18021 -3.04315 1.55170
C -0.10087 3.07566 0.23142
C -0.45828 -1.22891 1.98607
C 3.52456 -4.43624 3.48479
C 1.45932 1.32979 3.18073
C 4.67735 0.65040 -1.37238
C 2.52098 -3.74630 4.15441
C 2.76302 -0.73594 -0.93138
H 3.44882 -2.77701 0.53578
H -2.59099 -3.82686 2.47761
H 5.45923 0.99901 -2.03935
H 3.81637 -0.68103 -2.81672
H 1.31904 2.50349 4.95698
H 2.24778 0.98799 5.13566
H -3.27689 0.36322 3.02946
H 4.05273 -5.24347 3.97855
H 1.58847 -2.07474 -2.24753
H -0.30661 -3.36584 1.73103
H -0.46816 -2.28009 -1.47733
H 5.33337 1.87865 0.28140
H -0.79956 4.15266 1.76465
H 1.19556 3.95013 -1.10490
H 1.07192 -2.17068 4.05077
H 0.84722 2.27224 -1.36006
H 2.26232 -4.01437 5.17300
H -4.10974 -1.96005 3.08138
H 0.48878 0.92170 5.03539
H 4.63448 -4.61526 1.65652
H 3.57644 1.13538 1.79584
H 0.34715 4.98487 0.81742
H -0.94142 0.82401 2.45293
*
```

Properties
HOMO level (spin up / spin down) ... -6.084 / -8.051 eV
Expectation value of S² ... 2.0422
F_max ... 0.01380 Eh/bohr
Calculated total energy ... -106883.964 eV
Energy relative to the best compared isomer or geometry (same formula, charge and spin) ... 270.2 kJ/mol
Kohn-Sham gap (spin up / spin down) ... 0.237 / 0.281 hartree

Löwdin atomic charge list, values in e, 8 entries: 0.419 0.744 0.964 -0.317 -0.376 -0.029 -0.178 0.082

***

# 3
This record from OMol25 describes a structure of composition C22H23F10IrN5S in a non-equilibrium geometry. The level of theory is wB97M-V/def2-TZVPD.

Structure (ORCA input):
```
! wB97M-V def2-TZVPD RIJCOSX def2/J DEFGRID3
* xyz 1 5
Ir 0.88059 -0.72269 0.33197
S 0.21184 1.01741 -1.36513
F -1.28150 3.61929 2.92422
F 2.59156 -2.18566 -4.08170
F -1.17662 -2.10072 -1.21508
F -1.93191 0.24941 6.14091
F -2.46310 2.75601 5.24172
F 0.97237 -2.03062 -6.15291
F -2.76430 -1.80133 -3.30594
F -1.69807 -1.75532 -5.82934
F 0.43737 2.05030 1.64078
F -0.33997 -1.38930 4.79333
N 2.57425 -2.38591 1.04632
N 1.00012 -0.54055 2.40507
N -2.21396 1.11951 -0.27314
N -1.22718 3.14716 -0.69404
N 1.53098 -2.00159 -1.37854
C 0.12472 0.24378 3.12809
C 3.54391 -2.19179 -0.02709
C -1.35811 0.68647 5.02590
C -0.61639 -2.00571 -2.42522
C -0.15103 4.05593 -1.09303
C -1.45533 -1.90650 -3.50298
C -1.04402 2.39365 3.39610
C -0.18159 4.36082 -2.58579
C 0.45631 -2.01841 -4.93611
C 0.80235 -2.04533 -2.50988
C 1.81720 -1.48053 3.16371
C -0.18611 1.55633 2.71869
C -1.64074 1.96173 4.56807
C 2.16585 -3.78815 1.16139
C -4.40316 1.96008 -1.09276
C -0.50788 -0.14825 4.32320
C 3.02762 -1.85556 2.33125
C -0.92134 -1.88762 -4.78319
C -3.51604 1.65991 0.11327
C 1.28942 -2.10586 -3.84369
C -1.18014 1.82509 -0.72929
C 2.89571 -2.48821 -1.37377
H -4.56188 1.05548 -1.67875
H -1.15725 4.74885 -2.88143
H -3.37034 2.54992 0.72888
H 1.25294 -2.37710 3.43301
H 3.62305 -0.95922 2.15395
H -2.10362 3.58007 -0.44565
H -5.37410 2.32410 -0.75844
H 3.64505 -2.58500 2.86753
H -0.27879 4.96768 -0.51147
H 4.42438 -2.83300 0.10077
H 3.04092 -4.43836 1.27885
H -3.99344 0.91143 0.74284
H 1.51855 -3.91969 2.02469
H -2.17159 0.12446 -0.41075
H 0.02939 3.46085 -3.16200
H 3.49555 -2.03507 -2.16312
H 0.79627 3.60261 -0.81171
H 0.56906 5.11245 -2.82812
H 2.88467 -3.56680 -1.56152
H -3.95673 2.71471 -1.74189
H 2.15386 -1.01834 4.09482
H 3.86130 -1.14884 -0.00493
H 1.60905 -4.09846 0.27912
*
```

Properties
HOMO level (spin up / spin down) ... -10.253 / -10.805 eV
Expectation value of S² ... 6.0515
F_max ... 0.02373 Eh/bohr
Calculated total energy ... -71476.280 eV
Energy relative to the best compared isomer or geometry (same formula, charge and spin) ... 13.9 kJ/mol
Kohn-Sham gap (spin up / spin down) ... 0.294 / 0.197 hartree

Löwdin atomic charge list, values in e, 8 entries: 1.110 0.660 0.120 0.131 0.066 0.142 0.144 0.159

***

# 4
This record from OMol25 describes the molecule C22H23F2NO2 in a non-equilibrium geometry. The level of theory is wB97M-V/def2-TZVPD.

Structure (ORCA input):
```
! wB97M-V def2-TZVPD RIJCOSX def2/J DEFGRID3
* xyz 0 1
F -2.96199 -2.28752 3.47823
F 2.15095 -0.34855 6.18117
O 1.17938 -1.72347 -1.20530
O -1.00297 1.98953 1.14354
N 0.31519 0.76240 -2.71642
C 0.19244 1.23965 3.69910
C 0.56966 1.09701 4.99489
C -1.14816 0.98121 -2.97103
C 1.07576 1.73000 0.04494
C 0.95386 2.27426 -2.37964
C 1.84013 0.33220 4.97860
C 1.05337 -0.03154 -3.45983
C 2.77849 0.04333 3.72124
C -0.73990 -1.75100 -0.05100
C 0.77926 1.06311 2.35938
C -2.32986 -2.11952 2.28524
C -1.64428 -0.41356 -2.51557
C 2.09900 0.48785 2.50938
C 0.72940 2.63214 -1.02927
C -1.00366 -1.96001 2.38808
C -0.14372 -1.76700 1.23567
C 0.05291 -1.97920 -1.23349
C 0.09593 -1.14580 -3.66311
C 0.23215 1.65695 1.08976
C -2.97220 -2.32263 1.18819
C -2.29525 -2.40937 -0.09096
C -0.86457 -1.44102 -2.48165
H -0.77687 1.76287 3.67127
H -1.16620 -2.33938 -2.70911
H 0.07505 1.06436 5.77382
H 1.23691 0.62682 -0.40731
H 2.83869 0.35905 1.62435
H -2.67733 -0.62725 -3.18959
H 0.74459 -1.45869 1.21773
H 3.51432 -0.64873 3.94073
H 2.09851 2.05571 0.51214
H 1.97145 -0.06323 -3.06970
H -1.48790 1.83030 -2.70826
H 0.71786 3.04126 -3.32879
H -0.21875 -1.22763 -4.54213
H 1.09670 3.86626 -0.94483
H -0.52045 2.87644 -0.83745
H 0.78940 -2.04463 -3.55852
H -1.10601 0.96249 -4.00683
H -4.13203 -2.84359 1.06526
H -2.57641 -2.58690 -1.04897
H -2.26693 -0.17149 -1.40437
H -0.39511 -1.61091 3.36285
H 1.16174 0.42119 -4.33177
H 2.08745 2.16619 -2.58067
*
```

Properties
HOMO level ... -7.863 eV
F_max ... 0.33303 Eh/bohr
Calculated total energy ... -34189.865 eV
Energy relative to the best compared isomer or geometry (same formula, charge and spin) ... 1726.3 kJ/mol
Kohn-Sham gap ... 0.273 hartree

Löwdin atomic charge list, values in e, 8 entries: 0.055 -0.017 0.145 0.041 -0.148 -0.036 0.021 -0.081

***

Number 2 is which compound? C22H23ClN3NiO8P